Computed, not measured: C81H66F3N5O4P2Sr as an isolated structure at a distorted geometry, with ωB97M-V/def2-TZVPD.

Last column: Mulliken charge in e.
Atoms and positions in Å:
Sr -0.70123 -0.12666 -0.04985  5.84
C -8.43181 4.96074 3.51817  -0.86
O -7.31003 5.58753 2.93435  -0.47
C -6.25262 4.80375 2.59035  0.97
C -6.12771 3.46562 2.94547  -0.72
C -5.03145 2.73627 2.51059  -0.14
C -4.04718 3.30955 1.71265  -0.44
C -4.17057 4.65694 1.38684  0.20
C -5.25265 5.39810 1.82574  -0.86
C -2.98526 2.40151 1.17387  0.30
C -1.95992 2.02885 2.06012  0.13
C -1.71436 2.66308 3.33794  -1.82
C -0.67878 2.00439 3.91532  -1.26
C -0.31947 0.92073 3.02318  0.06
N -1.07617 1.00744 1.89678  -0.58
C 0.51583 -0.16114 3.36441  1.15
C 0.53621 -1.41244 2.70728  -0.40
C 0.92995 -2.64825 3.35219  -1.35
C 0.48092 -3.65980 2.56974  -1.92
C -0.14515 -3.05508 1.41412  0.17
C -0.81742 -3.76991 0.40834  0.52
C -1.15599 -5.20031 0.67741  -0.92
C -2.50514 -5.48525 0.88448  -0.26
C -2.94703 -6.78046 1.10375  -0.74
C -2.03253 -7.82841 1.09891  0.99
O -2.36973 -9.13939 1.24103  -0.46
C -3.73205 -9.44761 1.44509  -0.84
C -0.67788 -7.54960 0.94382  -0.95
C -0.24626 -6.25136 0.74122  0.06
C -1.44496 -3.24248 -0.74543  0.11
N -1.72055 -1.93589 -0.98221  -0.33
C -2.48841 -1.87206 -2.10427  0.18
C -3.24136 -0.75379 -2.51195  1.44
C -4.15719 -0.95865 -3.67459  -1.25
C -5.35185 -1.64804 -3.50904  -0.27
C -6.20809 -1.89051 -4.57383  -0.48
C -5.87663 -1.44478 -5.84760  0.87
O -6.63647 -1.63831 -6.95512  -0.47
C -7.88670 -2.27398 -6.80148  -0.86
C -4.68267 -0.75068 -6.02742  -0.86
C -3.83984 -0.51809 -4.95734  0.15
C -3.37389 0.43636 -1.77637  -0.17
C -4.41762 1.41494 -1.99003  -1.70
C -4.37233 2.27160 -0.93941  -1.73
C -3.27872 1.84133 -0.08979  0.16
N -2.68079 0.75986 -0.65315  0.05
C -2.59175 -3.19305 -2.68434  -1.58
C -1.97956 -4.04657 -1.82509  -1.35
N -0.05843 -1.69873 1.51773  0.56
C 1.21756 -0.11137 4.68211  -1.32
C 2.60007 -0.05075 4.76623  0.73
C 3.26040 -0.09055 5.98882  -0.52
C 2.52585 -0.18739 7.16101  1.15
O 3.05827 -0.26188 8.40845  -0.52
C 4.46453 -0.25604 8.52870  -0.77
C 1.13254 -0.22799 7.09551  -1.18
C 0.49233 -0.19478 5.87436  -0.16
H -8.20527 4.55078 4.50645  0.31
H -8.82014 4.16238 2.87920  0.36
H -9.18488 5.73789 3.62103  0.25
H -6.87697 2.98373 3.55773  0.35
H -4.95129 1.68795 2.77035  0.50
H -3.42170 5.12701 0.76117  0.50
H -5.35223 6.44537 1.57206  0.40
H -2.26123 3.50536 3.73074  0.54
H -0.22471 2.19258 4.87458  0.71
H 1.42776 -2.72996 4.30475  0.59
H 0.55048 -4.71635 2.76908  0.61
H -3.21467 -4.66813 0.88415  0.51
H -3.99993 -6.95709 1.26930  0.40
H -3.79457 -10.53234 1.46919  0.24
H -4.36179 -9.06982 0.63524  0.32
H -4.09257 -9.04722 2.39716  0.33
H 0.02779 -8.36915 0.97627  0.41
H 0.81184 -6.05700 0.61663  0.57
H -5.62402 -1.99766 -2.52071  0.46
H -7.12836 -2.42961 -4.39496  0.40
H -7.77473 -3.30203 -6.44566  0.33
H -8.34188 -2.28844 -7.78853  0.25
H -8.53668 -1.71848 -6.11964  0.34
H -4.42915 -0.39964 -7.01910  0.44
H -2.91347 0.01623 -5.12504  0.30
H -5.11765 1.40158 -2.81006  0.63
H -5.00762 3.12190 -0.75543  0.55
H -3.09268 -3.43051 -3.60842  0.66
H -1.87891 -5.11453 -1.92889  0.64
H 3.19575 0.02471 3.86592  0.00
H 4.34086 -0.05277 6.00204  0.24
H 4.91995 -1.09174 7.98887  0.31
H 4.67094 -0.36248 9.59081  0.25
H 4.88703 0.68674 8.16868  0.30
H 0.57334 -0.29948 8.01920  0.43
H -0.58776 -0.25905 5.83103  0.60
C 3.39783 -1.52817 -0.22068  -1.60
C 3.08626 -0.36181 0.72666  0.79
P 4.42978 0.90070 0.50718  0.38
C 5.25026 0.80666 2.16070  0.83
C 5.72308 1.94641 2.80902  -0.58
C 6.45550 1.83814 3.98207  -0.79
C 6.74214 0.59016 4.51569  -0.50
C 6.29253 -0.55292 3.86950  -0.68
C 5.56171 -0.44434 2.69654  -0.28
C 3.47820 2.45578 0.71652  0.78
C 2.56425 2.62487 1.75473  0.16
C 1.90990 3.83697 1.91779  -0.49
C 2.16580 4.89061 1.05148  -1.07
C 3.05393 4.72374 -0.00225  -0.48
C 3.70446 3.50907 -0.16754  -0.54
C 3.14485 -1.16107 -1.69014  -0.82
P 3.67504 0.56578 -2.12689  1.00
C 2.95611 0.70755 -3.83108  0.52
C 2.38413 -0.31018 -4.58882  -0.14
C 1.90003 -0.05075 -5.86421  -0.86
C 1.97115 1.22665 -6.39712  -0.61
C 2.52623 2.25423 -5.64625  -0.73
C 3.01106 1.99188 -4.37550  -0.76
C 5.40858 0.32205 -2.71581  1.37
C 5.73953 -0.67069 -3.63463  -0.73
C 7.04051 -0.79894 -4.09549  -0.86
C 8.02379 0.07867 -3.66333  -0.50
C 7.69998 1.08924 -2.77173  -0.79
C 6.40085 1.20554 -2.30052  -0.25
H 2.78038 -2.39252 0.04040  0.34
H 4.44704 -1.81273 -0.09469  0.42
H 3.04125 -0.70359 1.75899  0.12
H 2.12684 0.10157 0.48122  -0.56
H 5.51096 2.92518 2.39586  0.43
H 6.81330 2.73169 4.47795  0.43
H 7.31727 0.50752 5.42943  0.45
H 6.51964 -1.53142 4.27435  0.41
H 5.22645 -1.34613 2.19641  0.16
H 2.34925 1.81337 2.43952  0.21
H 1.20131 3.96145 2.72692  0.49
H 1.67906 5.84520 1.20428  0.40
H 3.24360 5.54165 -0.68636  0.49
H 4.38846 3.36107 -0.99415  0.00
H 2.06531 -1.18058 -1.87267  -0.21
H 3.62901 -1.88281 -2.35004  0.92
H 2.31493 -1.31711 -4.19437  0.41
H 1.46628 -0.85510 -6.44585  0.44
H 1.58950 1.42310 -7.39059  0.42
H 2.57652 3.25543 -6.05504  0.48
H 3.44513 2.79159 -3.78308  0.30
H 4.98081 -1.35056 -4.00250  0.25
H 7.28812 -1.58401 -4.79871  0.42
H 9.04010 -0.02826 -4.01962  0.38
H 8.46031 1.78449 -2.43956  0.43
H 6.15990 1.98319 -1.58797  0.11
F -1.16754 3.67456 -5.74444  -0.28
C -0.84260 4.16342 -4.53733  0.59
F 0.11366 5.09123 -4.72505  -0.27
F -1.92501 4.80853 -4.06620  -0.27
C -0.39370 3.08455 -3.59017  0.08
C 0.34155 3.41534 -2.45937  -1.25
C 0.69866 2.39286 -1.59912  -0.38
N 0.37017 1.12273 -1.81438  2.20
C -0.32173 0.81764 -2.90415  -0.93
C -0.72961 1.76233 -3.82890  -1.15
H 0.63049 4.43637 -2.25365  0.68
H 1.28018 2.59855 -0.70563  -0.26
H -0.57075 -0.22872 -3.04599  0.47
H -1.29116 1.47579 -4.70463  0.57

Results
Net charge: 0
Electronic energy, eV: -128275.9000
Frontier orbital gap, eV: 5.671